DFT (the ωB97M-V functional and the def2-TZVPD basis) results for C22H29OTi as an isolated structure at a distorted geometry.

Structure (XYZ):
```
53
Properties=species:S:1:pos:R:3:nbo_charge:R:1
C -2.330 1.276 -0.774 -0.154
C -1.761 0.181 -1.507 -0.068
C -0.363 0.467 -1.726 -0.104
C -0.096 1.775 -1.195 -0.060
C -1.300 2.255 -0.570 -0.062
Ti -0.734 0.323 0.557 1.478
C 2.385 0.280 2.243 0.116
C 1.024 0.653 2.440 -0.312
H 0.435 0.240 3.266 0.217
C 0.513 1.791 1.737 -0.779
H 1.324 2.348 1.303 0.233
H -0.200 2.362 2.301 0.232
C 2.751 -1.048 2.957 -0.701
H 1.956 -1.614 3.480 0.229
H 3.376 -1.812 2.446 0.232
H 3.376 -0.695 3.808 0.255
C 2.921 0.286 0.817 -0.695
H 2.323 0.510 -0.085 0.227
H 3.573 1.180 0.902 0.246
H 3.630 -0.496 0.494 0.242
C -2.524 -0.989 -1.993 -0.640
H -3.203 -1.377 -1.222 0.225
H -3.141 -0.733 -2.869 0.250
H -1.864 -1.802 -2.305 0.247
C 0.602 -0.403 -2.448 -0.644
H 0.454 -1.454 -2.191 0.250
H 0.478 -0.311 -3.538 0.251
H 1.644 -0.160 -2.202 0.227
C 1.145 2.565 -1.402 -0.646
H 1.962 1.944 -1.786 0.232
H 0.983 3.377 -2.129 0.253
H 1.487 3.045 -0.479 0.231
C -1.503 3.582 0.068 -0.640
H -0.557 4.014 0.409 0.236
H -1.959 4.300 -0.633 0.251
H -2.179 3.508 0.929 0.226
C -3.744 1.383 -0.335 -0.634
H -3.851 2.087 0.499 0.229
H -4.372 1.760 -1.161 0.253
H -4.151 0.411 -0.031 0.228
C -0.416 -1.911 0.052 -0.363
C 0.763 -2.317 0.821 -0.180
C -0.930 -3.117 -0.515 -0.223
C 1.813 -2.847 0.066 -0.263
H 1.230 -1.834 1.787 0.240
C 0.021 -4.041 -1.026 -0.263
H -2.009 -3.361 -0.489 0.237
C 1.401 -3.819 -0.865 -0.178
H 2.862 -2.602 0.299 0.225
H -0.331 -4.844 -1.690 0.236
H 2.168 -4.398 -1.391 0.233
O -2.950 -0.068 2.847 -0.327
C -2.132 0.152 2.030 0.469
```

Calculated values
lowest unoccupied orbital energy (spin up / spin down): -5.27 / -5.08 eV
electronic energy: -48434.9526 eV
F_max: 8.4 eV Å⁻¹
molar mass: 357.340 Da
orbital gap (spin up / spin down): 5.46 / 5.67 eV
total charge: +1